1.
The following is a DFT calculation (ωB97M-V/def2-TZVPD) of 2 unconnected molecules or ions with the total composition C2H8N2O2.

Computed properties:
Molar mass in g/mol: 92.10
Structure (SMILES): CC(=O)NN.O
ΔE to the lowest compared entry with this formula, charge and spin in kcal/mol: 53.5
Frontier orbital gap in hartree: 0.383
Spin multiplicity: 1
E_tot in eV: -9277.592
E_HOMO in hartree: -0.35773

Last column: natural (NBO) charge in e.
Atoms and positions in Å:
C  -1.5162  -0.5666  -1.1400  -0.74
C  -0.1455  -0.6500  -0.4224  0.67
N  0.8195  -0.2606  1.8506  -0.64
N  -0.3025  -0.4375  0.9446  -0.49
O  0.9299  -0.5465  -0.9418  -0.64
O  1.6052  1.9384  -0.0519  -0.98
H  -2.0868  0.2545  -0.8864  0.23
H  -1.1822  -0.6042  -2.1370  0.25
H  -2.0376  -1.6239  -1.2864  0.24
H  1.1292  0.6484  1.8735  0.37
H  0.8153  2.2929  -0.4516  0.47
H  -1.2892  -0.5579  1.3242  0.39
H  1.4917  -0.8911  1.5291  0.36
H  1.7692  1.0040  -0.2045  0.50

=====

2.
The following is a DFT calculation (ωB97M-V/def2-TZVPD) of 2 unconnected molecules or ions with the total composition C2H8N2O2.

Computed properties:
Molar mass in g/mol: 92.10
Structure (SMILES): CNC(N)=O.O
ΔE to the lowest compared entry with this formula, charge and spin in kcal/mol: 14.9
Frontier orbital gap in hartree: 0.362
Spin multiplicity: 1
E_tot in eV: -9279.266
E_HOMO in hartree: -0.35777

Last column: natural (NBO) charge in e.
Atoms and positions in Å:
C  0.1230  1.7757  -0.4741  -0.41
N  0.5948  0.5809  0.2459  -0.63
C  0.3012  0.2836  1.5248  0.77
N  0.7707  -0.9568  1.9912  -0.83
O  -0.3053  1.0359  2.2588  -0.64
H  0.9560  2.0308  -1.1232  0.20
H  -0.1688  2.5129  0.2612  0.24
H  -0.6851  1.5303  -1.1594  0.20
H  0.7870  -0.1572  -0.4156  0.37
H  1.1668  -1.4897  1.2128  0.35
H  0.0955  -1.4845  2.4958  0.39
H  -0.4847  -1.8574  -2.1142  0.45
H  -1.8817  -2.1347  -2.0607  0.46
O  -1.2692  -1.6698  -2.6432  -0.92